This record from the Open Molecules 2025 dataset describes a molecular structure, C43H57BrCrN7O2SSi. The level of theory is the ωB97M-V functional and the def2-TZVPD basis.

Last column: Löwdin spin population.
Geometry (Å):
Cr1 -0.83 -0.40 0.05  2.9171
C1 -1.70 -4.50 1.91  0.0004
C2 -1.28 -4.54 0.46  -0.0016
C3 -1.57 -5.69 -0.26  0.0004
C4 -1.09 -5.88 -1.54  -0.0019
C5 -0.26 -4.92 -2.09  0.0005
C6 0.05 -3.75 -1.41  -0.0011
C7 1.07 -2.83 -2.01  -0.0002
C8 -0.53 -3.52 -0.16  0.0032
N1 -0.32 -2.28 0.55  -0.0102
C9 0.33 -2.44 1.73  0.0086
O1 0.93 -3.43 2.12  0.0156
C10 0.24 -1.24 2.61  0.0045
C11 0.78 -1.15 3.82  0.0011
C12 0.31 1.30 3.68  -0.0006
C13 -1.20 1.23 3.63  0.0014
C14 -1.54 0.44 2.64  0.0061
N2 -0.32 -0.04 1.98  -0.0023
C15 -2.86 0.18 1.97  0.0063
O2 -3.89 0.39 2.59  0.0089
N3 -2.72 -0.19 0.68  -0.0021
C16 -3.95 -0.34 -0.08  0.0058
C17 -4.62 -1.57 -0.05  0.0008
C18 -4.12 -2.67 0.82  0.0001
C19 -5.77 -1.74 -0.81  0.0003
C20 -6.27 -0.70 -1.58  -0.0003
C21 -5.63 0.52 -1.56  0.0001
C22 -4.48 0.73 -0.81  -0.0002
C23 -3.87 2.09 -0.78  0.0004
H1 -2.63 -5.04 2.05  0.0000
H2 -1.84 -3.49 2.29  0.0002
H3 -0.92 -4.97 2.52  -0.0001
H4 -2.16 -6.46 0.22  0.0000
H5 -1.33 -6.78 -2.09  -0.0001
H6 0.19 -5.09 -3.07  0.0001
H7 1.84 -3.41 -2.51  -0.0001
H8 1.55 -2.21 -1.25  0.0003
H9 0.62 -2.17 -2.75  -0.0002
H10 1.26 -2.04 4.21  0.0002
H11 0.72 2.27 3.97  0.0000
H12 -1.88 1.75 4.29  0.0002
H13 -3.08 -2.85 0.61  0.0002
H14 -4.67 -3.59 0.64  0.0000
H15 -4.22 -2.40 1.87  0.0000
H16 -6.28 -2.69 -0.78  0.0001
H17 -7.17 -0.84 -2.17  0.0000
H18 -6.04 1.35 -2.13  0.0000
H19 -4.57 2.82 -1.20  0.0000
H20 -2.95 2.14 -1.37  0.0002
H21 -3.63 2.40 0.24  0.0001
C24 3.35 1.23 -0.29  0.0012
C25 2.05 0.75 0.29  0.0121
N4 1.09 0.34 -0.48  -0.0046
N5 1.36 0.45 -1.83  0.0030
C26 0.33 0.31 -2.61  0.0067
N6 0.54 0.54 -3.93  0.0010
S1 -1.31 -0.13 -2.19  0.0018
C27 1.90 0.81 1.78  -0.0005
C28 3.02 0.80 2.54  0.0044
C29 3.21 0.76 3.98  0.0000
C30 2.30 0.46 4.91  0.0032
C31 0.88 0.16 4.57  0.0005
N7 0.61 1.04 2.27  0.0019
H22 3.20 1.54 -1.31  0.0001
H23 4.08 0.41 -0.29  0.0005
H24 3.75 2.05 0.30  0.0004
H25 1.50 0.63 -4.23  -0.0001
H26 -0.13 0.20 -4.60  -0.0001
H27 3.96 0.80 1.99  0.0003
H28 4.22 0.97 4.31  -0.0001
H29 2.60 0.45 5.96  0.0002
H30 0.28 0.09 5.48  0.0001
C32 2.31 4.40 0.95  0.0000
C33 1.26 5.53 0.95  0.0001
C34 0.75 5.63 2.39  0.0000
C35 1.97 6.85 0.60  0.0001
Si1 -0.19 5.18 -0.26  0.0010
Br1 -0.70 3.01 0.06  0.0041
C36 -1.79 6.14 0.16  0.0002
C37 -2.46 5.64 1.44  0.0000
C38 -2.83 5.98 -0.96  0.0000
C39 -1.49 7.65 0.32  0.0001
C40 0.32 5.25 -2.11  0.0001
C41 1.71 4.62 -2.32  0.0000
C42 -0.64 4.45 -3.01  0.0000
C43 0.37 6.70 -2.61  0.0000
H31 3.10 4.67 1.65  0.0000
H32 2.76 4.23 -0.02  0.0000
H33 1.86 3.47 1.29  0.0000
H34 1.61 5.72 3.07  0.0000
H35 0.20 4.73 2.68  0.0000
H36 0.11 6.49 2.56  0.0000
H37 2.73 7.06 1.35  0.0000
H38 1.29 7.70 0.58  0.0000
H39 2.47 6.80 -0.37  0.0000
H40 -2.72 4.58 1.37  0.0000
H41 -3.39 6.20 1.59  0.0000
H42 -1.85 5.77 2.33  0.0000
H43 -3.07 4.93 -1.13  0.0000
H44 -2.51 6.43 -1.90  0.0000
H45 -3.75 6.49 -0.66  0.0000
H46 -0.85 7.85 1.18  0.0000
H47 -2.44 8.18 0.49  0.0000
H48 -1.03 8.08 -0.56  0.0000
H49 1.74 3.58 -1.96  0.0000
H50 2.50 5.18 -1.84  0.0000
H51 1.92 4.60 -3.39  0.0000
H52 -0.63 3.39 -2.77  0.0000
H53 -0.31 4.56 -4.05  0.0000
H54 -1.67 4.79 -2.96  0.0000
H55 1.04 7.33 -2.02  0.0000
H56 -0.61 7.17 -2.62  0.0000
H57 0.75 6.71 -3.64  0.0000

Calculated values
M ... 896.03 Da
Gap between HOMO and LUMO (spin up / spin down) ... 7.273 / 7.498 eV
Charge ... 0
Energy relative to the best compared isomer or geometry (same formula, charge and spin) ... 87.6 kcal/mol
DFT total energy ... -6512.78171 Ha
2S+1 ... 4
LUMO energy (spin up / spin down) ... -0.81 / -0.66 eV